Molecular formula: C12H18AuN2O5S2
Method: DFT, ωB97M-V with the def2-TZVPD basis set

Output
- Total charge: -1
- Energy above the lowest of the compared OMol25 structures with the same formula, charge and spin: 15.8 kcal per mole
- Multiplicity: 3
- Kohn-Sham gap (spin up / spin down): 5.44 / 5.42 eV
- Max |F|: 4.57 eV Å⁻¹

Positions of all 40 atoms, in Å:
Au 1.0683 0.1116 0.3126
C -2.1697 1.0807 -0.7690
N -1.5878 -0.2385 -0.7955
C -1.3422 -0.9640 -2.0652
C -2.0040 -1.1058 0.2878
C -0.9447 -2.1002 0.5459
C -1.1911 -3.4511 0.8561
C -0.2804 -4.4376 0.8653
C 0.9602 -4.1160 0.3535
C 1.3314 -2.7813 0.2250
C 0.3691 -1.8151 0.3284
H -3.1995 1.1467 -1.1585
H -1.5351 1.7225 -1.3651
H -2.0589 1.4431 0.2938
H -1.7226 -1.9913 -1.9408
H -0.2720 -0.9155 -2.3169
H -1.7752 -0.4566 -2.9187
H -2.9847 -1.6268 0.0629
H -2.1542 -0.5151 1.2170
H -2.1994 -3.7543 1.1670
H -0.4840 -5.4264 1.2926
H 1.7305 -4.8873 0.0658
H 2.3665 -2.5289 0.0608
N 1.9835 2.0210 0.3874
C 1.1401 3.1583 0.9149
C 0.7789 3.0045 2.3776
C -0.1798 1.7563 2.6560
O -1.1011 1.8535 3.4428
O 0.0541 0.5944 2.0524
H 2.8253 1.8910 0.9843
H 2.4143 2.2490 -0.5142
H 0.3053 3.2314 0.1718
H 1.7042 4.0893 0.8465
H 0.2661 3.9868 2.6004
H 1.6600 2.9267 3.0468
O 0.2309 2.0776 -2.5227
S 1.6102 1.6237 -2.8229
O 1.6872 1.0858 -4.2244
O 2.7705 2.3490 -2.3155
S 1.9297 -0.2910 -1.6864